(1)
Computed, not measured: the molecule C3H5IN2S at a distorted geometry, with wB97M-V/def2-TZVPD.

The value obtained for the orbital gap is 0.3185 Eh. The SMILES is C[C@@H]1SN=N[C@H]1I. As for the spin multiplicity: 1. The value obtained for the HOMO energy is -0.3383 Eh. Its energy relative to the best compared isomer or geometry (same formula, charge and spin) is 46.91 kJ/mol.

Geometry (Å):
C1 -1.4640 0.4946 -0.2428
C2 0.0288 0.0900 -0.5547
S1 -0.2292 -1.7054 -0.6817
N1 0.8380 -2.0938 0.6052
N2 1.4084 -1.1048 1.0741
C3 1.0793 0.1639 0.6316
I1 2.9866 1.0261 -0.1023
H1 -1.9526 -0.1951 0.4956
H2 -2.1677 0.3323 -1.0339
H3 -1.7648 1.5544 -0.0251
H4 0.4653 0.5188 -1.5057
H5 0.7719 0.9190 1.3397

Atomic forces in eV per Å
C -0.7078 1.0375 1.0334
C -1.0973 -0.1622 -0.1796
S 0.5716 -0.5260 -0.7812
N 0.2660 0.8403 -0.4199
N 0.4069 -1.7143 2.3416
C -0.6038 1.8232 -2.9780
I -0.4712 -0.1821 0.1452
H 0.9976 0.8402 0.0026
H 0.2532 -0.4640 -1.3588
H 1.1002 -0.6246 0.3604
H -0.8076 -0.4704 1.1302
H 0.0923 -0.3977 0.7041

Mulliken analysis output, partial charges in e: -1.300, -0.017, -0.012, -0.146, -0.181, -0.404, 0.049, 0.364, 0.414, 0.338, 0.429, 0.465


(2)
Computed, not measured: the molecule C4H9NO, with wB97M-V/def2-TZVPD.

The value obtained for the orbital gap is 0.3906 Eh. The SMILES is CC(C)C(N)=O. As for the spin multiplicity: 1. The value obtained for the HOMO energy is -0.3563 Eh. Its energy relative to the best compared isomer or geometry (same formula, charge and spin) is 11.55 kJ/mol.

Geometry (Å):
C1 1.6537 -0.0667 -0.0902
C2 0.1569 0.1565 -0.3093
C3 -0.4387 -0.9121 -1.2546
C4 -0.5771 0.1015 1.0253
N1 -1.3200 1.2036 1.3323
O1 -0.5326 -0.8748 1.7537
H1 1.8060 -1.0487 0.3683
H2 2.0876 0.6961 0.5671
H3 2.1816 -0.0404 -1.0501
H4 0.0138 1.1506 -0.7526
H5 -1.4017 -1.2880 -0.8944
H6 -0.6101 -0.5001 -2.2525
H7 0.2333 -1.7729 -1.3461
H8 -1.3662 2.0129 0.7372
H9 -1.8865 1.1826 2.1660

Atomic forces in eV per Å
C 0.0434 -0.0257 0.0243
C -0.0098 0.0200 -0.0396
C -0.1097 -0.0420 -0.0631
C -0.0096 -0.1339 0.0168
N -0.0712 0.0059 0.0956
O -0.0004 0.3041 -0.1877
H 0.0160 0.1549 -0.0391
H -0.0690 -0.1280 -0.1180
H -0.0681 -0.0115 0.1562
H -0.0299 -0.1374 0.0772
H 0.1555 0.0738 -0.0123
H 0.1353 -0.0618 0.0650
H -0.1363 0.1679 0.0518
H 0.0412 -0.1808 0.0283
H 0.1126 -0.0053 -0.0554

Mulliken analysis output, partial charges in e: -1.617, 0.891, -1.314, 0.217, -0.366, -0.613, 0.351, 0.381, 0.392, 0.283, 0.339, 0.301, 0.324, 0.200, 0.231


(3)
Computed, not measured: a structure of composition C25H51N3O3P2Zr at a distorted geometry, with wB97M-V/def2-TZVPD.

The value obtained for the orbital gap (alpha / beta) is 0.1867 / 0.1867 Eh. As for the spin multiplicity: 1. As for the charge: +4. The value obtained for the HOMO energy (alpha / beta) is -0.7384 / -0.7384 Eh.

Geometry (Å):
Zr1 -0.0738 -0.0712 0.0539
C1 0.7798 -0.1317 -1.8784
O1 1.2958 -0.1085 -2.9425
C2 0.6530 1.8768 0.1736
O2 1.1500 2.9416 0.0582
P1 -2.1413 0.8407 -1.2516
C3 -3.4210 1.5750 -0.1095
H1 -4.2139 1.9357 -0.7788
C4 -1.9096 2.1158 -2.5676
H2 -1.1094 2.7402 -2.1268
C5 -3.0279 -0.5927 -2.0248
H3 -3.2361 -1.2481 -1.1598
C6 2.4605 -2.6922 0.3962
P2 2.2052 -0.9369 0.9471
H4 3.2982 -1.2416 3.0303
H5 1.5661 -3.2075 0.7874
C7 3.8117 -0.1148 0.5431
H6 4.5476 -0.9246 0.6823
C8 -1.3728 1.5466 -3.8875
H7 -2.1805 1.2182 -4.5620
H8 -0.6521 0.7336 -3.7590
H9 -0.8284 2.3568 -4.3979
C9 -3.1445 3.0033 -2.7963
H10 -3.0670 3.4744 -3.7870
H11 -3.1972 3.8053 -2.0496
H12 -4.0829 2.4312 -2.7731
C10 -4.3659 -0.1871 -2.6501
H13 -5.0100 0.3678 -1.9570
H14 -4.9020 -1.1082 -2.9241
H15 -4.2287 0.3959 -3.5722
C11 -2.1660 -1.4024 -3.0071
H16 -2.4930 -2.4523 -2.9628
H17 -1.0921 -1.3925 -2.7706
H18 -2.2868 -1.0560 -4.0438
C12 -4.0338 0.5177 0.8230
H19 -4.9206 0.0510 0.3655
H20 -4.3643 0.9777 1.7676
H21 -3.3370 -0.3016 1.0756
C13 -2.8464 2.7908 0.6336
H22 -2.0754 2.5212 1.3796
H23 -3.6594 3.3042 1.1733
H24 -2.3899 3.5161 -0.0525
C14 3.7122 -3.3327 1.0150
H25 3.9342 -2.9899 2.0321
H26 4.5946 -3.1640 0.3815
H27 3.5490 -4.4199 1.0603
C15 2.4623 -2.8664 -1.1271
H28 3.3137 -2.3605 -1.6035
C16 1.7500 0.1565 3.5410
H29 1.5410 -2.5149 -1.6075
H30 2.5490 -3.9421 -1.3464
C17 1.4437 -2.3498 3.2865
H31 0.7226 0.0320 3.9412
H32 2.3891 0.3617 4.4208
H33 1.7594 1.0692 2.9235
C18 2.2275 -1.1149 2.8125
H34 1.1415 -2.2200 4.3378
H35 2.0581 -3.2596 3.2364
H36 0.5303 -2.5161 2.6888
C19 4.1226 1.0569 1.4820
H37 3.3734 1.8544 1.3657
H38 5.0995 1.4723 1.1948
H39 4.1822 0.7563 2.5329
C20 3.8702 0.3857 -0.9061
H40 3.5307 -0.3359 -1.6551
H41 4.9192 0.6370 -1.1327
H42 3.2837 1.3079 -1.0282
H43 -0.1910 0.1282 2.3079
H44 -1.6772 0.7799 1.8081
C21 -1.0077 3.3297 5.1174
N1 -1.3507 2.0329 4.5440
C22 -2.1188 1.0890 5.2011
C23 -2.3998 -0.1520 4.6533
C24 -1.8995 -0.5285 3.4420
N2 -1.1646 0.4654 2.6975
C25 -0.8039 1.8177 3.3410
O3 -0.0933 2.5838 2.7160
N3 -2.1216 -1.6606 2.7572
H45 -1.3940 4.1357 4.4850
H46 0.0797 3.4185 5.2090
H47 -1.4663 3.3772 6.0964
H48 -2.4671 1.4144 6.1669
H49 -3.0357 -0.8402 5.2238
H50 -2.6650 -2.4169 3.1593
H51 -1.6780 -1.8504 1.8467

Atomic forces in eV per Å
Zr -1.3654 -2.4012 -0.0143
C 3.5536 0.3818 -6.9366
O -2.6204 -0.1660 5.5630
C 3.1232 6.2755 -0.8051
O -2.3455 -4.7299 0.6543
P -2.0498 0.8312 -1.3271
C 0.1821 0.0740 0.0370
H 0.2765 -0.0329 0.2035
C 0.6381 0.5850 0.1371
H -0.2219 -0.0204 -0.2836
C 0.1599 -0.3777 0.3562
H -0.0752 0.0822 -0.1568
C -0.5924 -0.3303 -0.2146
P 2.2043 -0.6855 0.9742
H -0.3072 -0.0459 0.0051
H 0.2416 -0.0001 -0.0816
C 0.0770 0.4904 -0.1975
H -0.2434 0.2276 0.0486
C 0.2699 0.0759 -0.3636
H 0.3066 0.0713 0.3598
H -0.3820 0.2180 -0.1975
H -0.2914 -0.2517 0.0807
C -0.2126 0.0892 0.1120
H 0.0213 -0.1201 0.3264
H -0.1351 -0.1601 -0.2604
H 0.3086 0.3137 -0.1678
C -0.2630 -0.1357 -0.1327
H 0.0774 -0.1303 -0.2624
H 0.1336 0.2620 0.0499
H -0.0193 -0.1842 0.3460
C -0.0834 -0.4416 -0.1494
H 0.1011 0.3203 -0.1708
H -0.2519 -0.0625 -0.0758
H 0.0958 -0.1136 0.4195
C -0.2246 0.1433 0.0851
H 0.3930 0.0099 0.2470
H -0.0140 -0.0782 -0.2397
H -0.1325 0.0600 -0.1353
C -0.3624 0.0588 -0.0150
H -0.1407 0.1448 -0.2795
H 0.3258 -0.1241 -0.1429
H -0.0354 -0.1587 0.2698
C 0.1471 -0.1598 0.0243
H 0.0416 -0.1423 -0.2464
H -0.2455 0.0033 0.2294
H 0.0993 0.3044 -0.0234
C 0.1621 -0.2234 -0.1295
H -0.2494 -0.2353 0.1570
C 0.1928 0.3766 0.2530
H 0.0453 -0.1045 0.0604
H -0.0059 0.3676 -0.0023
C 0.2185 -0.0831 0.2824
H 0.5753 -0.2028 0.1528
H -0.3617 -0.0928 -0.3614
H 0.1892 -0.2865 0.1804
C -0.1048 0.1362 0.0251
H 0.1435 -0.1024 -0.2965
H -0.3880 0.2063 -0.0660
H 0.1435 -0.0454 0.1336
C 0.1009 -0.0523 0.0146
H 0.2568 -0.1156 0.0825
H -0.2947 -0.0687 0.1457
H 0.0717 0.1492 -0.1811
C 0.1849 0.0801 -0.1835
H 0.2189 0.1118 0.1989
H -0.4025 -0.0688 -0.0100
H 0.1402 -0.1647 0.0476
H -0.9647 0.7055 1.6128
H -0.4633 -0.1478 1.1046
C 0.1615 1.0351 0.6647
N -1.0942 -1.4960 0.9556
C 1.1614 0.9341 -1.4974
C -0.5848 -0.3061 1.2229
C -0.8321 -1.6039 -1.3686
N 1.3699 0.2939 -2.4674
C 2.2642 2.3756 -1.7570
O -2.0905 -2.4101 1.5513
N 0.6474 1.0142 0.5737
H 0.0728 -0.2069 0.0972
H -0.2327 -0.0374 -0.0243
H -0.0158 0.1545 0.1786
H -0.2435 -0.1067 0.2912
H 0.3220 0.2342 -0.2144
H -0.0789 -0.0798 0.1270
H -0.3974 0.0962 0.7968

Mulliken analysis output, partial charges in e: -1.200, 0.483, -0.252, 0.916, -0.253, 0.034, 0.247, 1.087, 1.000, 0.390, 0.434, 0.516, 0.625, 0.627, 1.412, 0.536, 0.410, 0.564, -1.504, 0.329, 0.202, 0.516, -1.531, 0.452, 0.384, 0.307, -1.671, 0.417, 0.471, 0.338, -1.267, 0.428, 0.260, 0.388, -1.273, 0.334, 0.354, 0.261, -1.362, 0.239, 0.504, 0.350, -1.779, 0.454, 0.481, 0.433, -1.364, 0.278, -1.872, 0.260, 0.482, -1.666, 0.610, 0.342, 0.211, 0.122, 0.403, 0.379, 0.226, -1.404, 0.260, 0.491, 0.361, -1.386, 0.211, 0.506, 0.268, -1.493, -1.383, -0.792, -0.046, 0.051, -1.231, 0.636, 3.443, -0.140, -0.403, 0.065, 0.355, 0.357, 0.375, 0.554, 0.583, 0.277, -0.018